Below is an isolated molecule of CH3NS2, with properties calculated with ωB97M-V with the def2-TZVPD basis set.

- Relative energy (zero: lowest compared OMol25 entry of this formula, charge and spin): 147.1 kJ/mol
- Energy: -24244.5912 eV
- SMILES: S=CNS
- Frontier orbital gap: 9.06 eV

```
! RIJCOSX wB97M-V def2-TZVPD def2/J DEFGRID3
* xyz 0 1
S 1.8482 -1.9208 -0.7344
C 1.0786 -0.5551 -0.4085
N -0.0773 -0.4776 0.4164
S -0.5105 1.0349 0.9462
H 1.5672 0.3455 -0.7268
H -0.4750 -1.4404 0.9573
H -1.6943 1.0002 0.0964
*
```